Entry from OMol25: a cluster of 8 separate species, C23H30ClFN4O10S2 in total in a non-equilibrium geometry (ωB97M-V with the def2-TZVPD basis set).

```
! RIJCOSX wB97M-V def2-TZVPD def2/J DEFGRID3
* xyz 0 1
C 1.80 -0.22 1.50
C 0.49 0.68 1.45
Cl 0.46 1.56 3.08
C -0.85 -0.14 1.41
N -1.11 -0.92 0.15
C -1.03 -2.36 0.33
C 0.06 -3.25 -0.07
C 0.06 -4.71 0.17
C -1.09 -5.35 0.85
C -2.18 -4.45 1.26
C -2.18 -3.00 1.03
C -3.37 -2.15 1.53
C -4.39 -1.54 0.65
C -5.44 -0.72 1.30
C -5.38 -0.61 2.76
N -4.48 -1.19 3.61
C -3.51 -1.91 2.97
S 1.49 -2.55 -0.95
C 0.78 -1.02 -1.65
C 1.47 -0.47 -2.82
C 0.93 0.75 -3.44
O 1.54 1.37 -4.58
C 1.26 0.68 -5.71
N 0.98 0.20 -6.72
C -0.25 1.35 -2.83
C -0.82 2.68 -3.44
O -1.95 2.78 -3.83
N 0.07 3.85 -3.53
C 1.02 3.87 -2.46
O 0.73 3.80 -1.31
F 2.36 4.03 -2.78
C -0.94 0.82 -1.63
S -2.40 1.65 -0.92
C -0.40 -0.43 -1.00
H 1.58 -1.21 1.97
H 2.33 -0.27 0.51
H 2.51 0.33 2.19
H 0.56 1.50 0.69
H -0.92 -0.87 2.27
H -1.73 0.56 1.55
H 0.89 -5.38 -0.16
H -1.15 -6.45 1.03
H -3.07 -4.87 1.80
H -4.34 -1.70 -0.45
H -6.24 -0.21 0.72
H -6.19 0.01 3.24
H -2.72 -2.38 3.63
H 2.40 -0.94 -3.26
H 0.58 3.78 -4.42
H -2.12 2.99 -1.09
O 0.19 -4.92 3.56
H 0.61 -5.79 3.58
H -0.04 -4.76 4.49
O 4.28 -0.76 -4.62
H 4.88 -0.63 -5.35
H 3.48 -0.29 -4.88
O -2.50 6.36 -3.53
H -2.12 5.47 -3.50
H -2.52 6.57 -4.47
O 1.73 6.52 0.50
H 2.42 6.15 1.07
H 1.38 5.75 0.04
O 4.78 -3.39 -1.59
H 4.02 -3.41 -1.00
H 4.52 -2.79 -2.30
O 3.27 0.71 5.06
H 2.88 0.33 5.85
H 2.55 1.21 4.66
O 3.10 3.27 6.23
H 3.51 4.00 5.76
H 3.50 2.48 5.84
*
```

Results
Max |F| = 4.2 eV Å⁻¹
E = -87678.8135 eV
SMILES = C[C@H](Cl)CN1c2c(cccc2-c2cccnc2)Sc2cc(OC#N)c(C(=O)NC(=O)F)c(S)c21.O.O.O.O.O.O.O

***

Entry from OMol25: a structure of composition C23H34NO2P2PmTe in a non-equilibrium geometry (ωB97M-V with the def2-TZVPD basis set).

```
! RIJCOSX wB97M-V def2-TZVPD def2/J DEFGRID3
* xyz 0 5
C -0.82 3.88 -2.18
C -1.00 2.55 -1.68
N -0.08 2.08 -0.72
C 0.90 2.91 -0.29
C 1.05 4.24 -0.72
C 0.21 4.69 -1.76
C -2.01 1.68 -2.14
P -2.69 0.23 -1.40
Pm -0.37 -0.29 -0.02
P 2.24 0.59 0.72
C 1.78 2.42 0.87
C -0.29 -2.75 -1.00
C -1.27 -3.17 -0.07
C -1.00 -4.32 0.66
C 0.22 -4.97 0.53
C 1.21 -4.51 -0.34
C 0.98 -3.37 -1.10
O -0.42 1.12 -6.34
O 1.22 -1.50 -3.33
H -1.40 4.10 -3.09
H 1.79 4.88 -0.24
H 0.37 5.68 -2.19
C -4.42 0.67 -0.85
C -3.19 -0.73 -2.89
H 2.73 3.00 0.91
H 1.23 2.56 1.83
H -0.97 1.43 -7.05
H -2.74 2.20 -2.87
C 2.95 0.36 2.38
C 3.73 0.76 -0.33
H -2.23 -2.62 -0.02
H -1.76 -4.69 1.33
H 0.40 -5.88 1.05
H 2.16 -5.03 -0.45
H 1.76 -3.00 -1.78
H -0.22 -1.47 -2.09
H 0.44 -1.87 -4.01
H 1.53 -0.67 -3.64
H 0.29 1.82 -6.31
H -0.75 -2.11 -2.02
H -5.08 0.90 -1.70
H -4.91 -0.14 -0.29
H -4.41 1.53 -0.17
H -4.03 -0.28 -3.45
H -2.35 -0.81 -3.59
H -3.50 -1.75 -2.60
H 4.54 1.28 0.19
H 4.06 -0.25 -0.59
H 3.49 1.30 -1.26
H 3.77 1.07 2.58
H 2.18 0.46 3.16
H 3.34 -0.67 2.42
Te -1.85 0.85 2.28
C -0.59 0.13 3.81
C -0.18 1.04 4.80
C 0.59 0.58 5.87
C 0.95 -0.77 5.96
C 0.53 -1.68 4.98
C -0.25 -1.25 3.90
H -0.47 2.08 4.69
H 0.90 1.28 6.65
H 1.53 -1.12 6.81
H 0.80 -2.74 5.06
H -0.60 -1.94 3.12
*
```

Results
Max |F| = 4.8 eV Å⁻¹
E = -72406.7111 eV

***

Entry from OMol25: a structure of composition C26H48Cl3EuN5O3PSi in a non-equilibrium geometry (ωB97M-V with the def2-TZVPD basis set).

```
! RIJCOSX wB97M-V def2-TZVPD def2/J DEFGRID3
* xyz -1 8
C -5.82 0.01 2.17
C -4.95 0.01 0.93
H -6.78 -0.50 2.11
H -6.03 1.07 2.36
H -5.30 -0.43 3.01
C -5.54 0.37 -0.23
C -6.96 0.82 -0.42
H -4.99 0.35 -1.20
H -7.09 1.83 -0.02
H -7.75 0.21 0.04
H -7.21 0.87 -1.48
Eu 2.01 1.62 -0.01
Cl 2.56 -0.97 2.14
Cl 3.72 3.08 1.53
C 1.37 -1.15 -1.51
O 1.90 -0.02 -1.77
N 0.99 -1.95 -2.50
C 1.16 -1.49 -3.85
C 0.72 -3.36 -2.27
H 1.17 -1.57 -0.49
H 1.52 -0.47 -3.82
H 0.20 -1.53 -4.37
H 1.87 -2.14 -4.37
H 0.58 -3.54 -1.19
H 1.55 -3.98 -2.63
H -0.20 -3.65 -2.79
H -3.03 3.46 0.11
H -3.78 2.15 -2.39
C -2.48 4.00 -0.66
C -2.92 2.74 -2.75
N -1.99 3.07 -1.67
H -1.63 4.51 -0.23
C -0.72 2.64 -1.67
O 0.16 3.03 -0.84
H -2.40 2.17 -3.54
H -0.46 1.95 -2.48
H -3.15 4.71 -1.14
H -3.33 3.67 -3.20
O -2.59 0.64 1.68
C -3.53 -0.53 1.05
C -2.67 -0.30 -1.32
C -3.01 -1.12 -0.24
H -2.61 0.76 -1.14
C -2.48 -0.84 -2.61
H -3.50 -1.29 1.84
C -3.12 -2.50 -0.50
H -2.21 -0.18 -3.44
C -2.57 -2.20 -2.85
C -2.90 -3.03 -1.78
H -3.44 -3.19 0.29
H -2.40 -2.63 -3.85
H -2.97 -4.11 -1.94
Si -1.77 1.38 2.82
Cl 0.10 0.16 0.32
C -0.86 3.03 2.48
C -0.26 0.66 3.76
C -3.14 1.44 4.02
H -0.80 3.45 1.47
H 0.18 3.05 2.84
H -1.35 3.79 3.10
H -3.85 2.09 3.51
H -2.86 1.78 5.02
H -3.57 0.43 4.04
H -0.11 -0.42 3.72
H -0.46 0.91 4.82
H 0.72 1.11 3.57
C 7.22 -2.05 1.04
N 6.19 -2.55 0.14
C 6.13 -1.72 -1.09
N 5.96 -0.28 -0.79
C 7.01 0.18 0.12
N 7.06 -0.61 1.40
C 5.90 -0.37 2.24
P 4.41 -0.90 1.28
C 4.85 -2.60 0.81
C 4.60 0.04 -0.29
H 8.19 -2.17 0.53
H 7.22 -2.64 1.97
H 5.31 -2.08 -1.73
H 7.09 -1.84 -1.61
H 6.84 1.24 0.39
H 7.99 0.06 -0.39
H 5.95 -0.96 3.16
H 5.79 0.69 2.51
H 4.08 -3.03 0.14
H 4.90 -3.22 1.72
H 4.53 1.14 -0.11
H 3.84 -0.26 -1.04
*
```

Results
Max |F| = 4.9 eV Å⁻¹
E = -115394.3928 eV

***

Entry from OMol25: the ion C4H6NS with charge +1 in a non-equilibrium geometry (ωB97M-V with the def2-TZVPD basis set).

```
! RIJCOSX wB97M-V def2-TZVPD def2/J DEFGRID3
* xyz 1 1
C -0.03 0.47 -0.08
C -1.48 0.37 0.45
C -0.84 1.69 -0.04
C 1.66 -1.36 -0.28
N 1.12 -0.03 -0.19
S 0.93 -2.71 -1.18
H -2.14 -0.16 -0.12
H -1.58 -0.04 1.50
H -0.59 2.40 0.59
H -1.11 2.24 -0.99
H 2.68 -1.16 -0.46
H 1.38 -1.69 0.79
*
```

Results
Max |F| = 4.8 eV Å⁻¹
E = -16556.9540 eV

***

Entry from OMol25: the molecule C20H31N5O2 (ωB97M-V with the def2-TZVPD basis set).

```
! RIJCOSX wB97M-V def2-TZVPD def2/J DEFGRID3
* xyz 0 1
C 1.61 -3.63 3.31
C 1.00 -2.28 3.20
N -0.31 -2.21 3.00
C -0.89 -1.03 2.86
C -2.37 -1.01 2.65
C -2.83 -2.06 1.63
N -2.89 -1.53 0.28
C -1.90 -1.71 -0.62
O -0.95 -2.45 -0.44
C -2.12 -0.94 -1.92
C -1.55 0.51 -1.89
C -1.61 1.00 -0.44
O -2.68 1.28 0.08
N -0.46 1.08 0.23
C 0.86 0.77 -0.29
C 0.75 -0.01 -1.60
N -0.23 0.55 -2.49
C 0.11 1.87 -3.02
C -0.46 2.06 -4.43
C -0.15 3.47 -4.93
C 0.12 1.01 -5.37
N -0.26 0.15 2.92
C 1.04 0.09 3.17
C 1.73 -1.11 3.31
C 3.19 -0.85 3.55
C 3.23 0.65 3.92
C 1.95 1.27 3.31
H 2.30 -3.79 2.48
H 2.17 -3.73 4.24
H 0.83 -4.39 3.27
H -2.84 -1.22 3.61
H -2.68 -0.01 2.33
H -3.83 -2.41 1.89
H -2.13 -2.90 1.63
H -3.52 -0.75 0.14
H -3.19 -0.90 -2.12
H -1.63 -1.47 -2.73
H -2.22 1.14 -2.48
H -0.53 1.26 1.23
H 1.41 1.71 -0.44
H 1.40 0.18 0.46
H 0.46 -1.04 -1.38
H 1.72 -0.03 -2.10
H -0.25 2.68 -2.36
H 1.20 1.94 -3.08
H -1.54 1.93 -4.40
H -0.59 4.22 -4.27
H -0.56 3.62 -5.93
H 0.92 3.64 -4.97
H -0.34 1.07 -6.35
H 1.20 1.16 -5.49
H -0.04 0.02 -4.96
H 3.60 -1.48 4.34
H 3.75 -1.05 2.64
H 4.13 1.13 3.55
H 3.20 0.76 5.00
H 1.52 2.04 3.95
H 2.15 1.71 2.33
*
```

Results
Max |F| = 0.7 eV Å⁻¹
E = -32790.7756 eV
SMILES = Cc1nc(CCNC(=O)C[C@H]2C(=O)NCCN2CC(C)C)nc2c1CCC2

***

Entry from OMol25: the molecule C5H11N (ωB97M-V with the def2-TZVPD basis set).

```
! RIJCOSX wB97M-V def2-TZVPD def2/J DEFGRID3
* xyz 0 1
C 2.37 -0.50 0.34
C 1.22 -0.46 -0.66
C -0.08 -0.19 0.06
C -0.49 1.21 0.36
N -1.18 0.43 -0.66
C -2.51 -0.01 -0.26
H 2.39 0.42 0.94
H 2.26 -1.34 1.04
H 3.34 -0.60 -0.15
H 1.38 0.32 -1.41
H 1.16 -1.41 -1.21
H -0.36 -0.93 0.80
H 0.11 2.04 -0.01
H -1.01 1.40 1.30
H -2.85 -0.81 -0.92
H -3.21 0.83 -0.34
H -2.55 -0.38 0.78
*
```

Results
Max |F| = 0.3 eV Å⁻¹
E = -6852.3506 eV
SMILES = CC[C@H]1CN1C

***

Entry from OMol25: a cluster of 2 separate species, C3H11NS2 in total in a non-equilibrium geometry (ωB97M-V with the def2-TZVPD basis set).

```
! RIJCOSX wB97M-V def2-TZVPD def2/J DEFGRID3
* xyz 0 1
C -1.91 0.56 0.14
C -1.39 -0.78 -0.40
N -1.02 -1.73 0.67
H -1.13 0.75 1.00
H -1.84 1.42 -0.52
H -2.95 0.54 0.61
H -2.17 -1.19 -1.00
H -0.51 -0.53 -1.01
H -1.01 -2.68 0.28
H -1.64 -1.71 1.48
C 2.95 0.17 -0.19
S 1.75 0.89 1.11
S 0.98 2.61 -0.09
H 2.34 -0.23 -0.99
H 3.35 -0.79 0.26
H 3.82 0.86 -0.35
H 0.38 1.84 -1.01
*
```

Results
Max |F| = 3.2 eV Å⁻¹
E = -26448.9662 eV
SMILES = CCN.CSS

***

Entry from OMol25: the molecule CH4N3P in a non-equilibrium geometry (ωB97M-V with the def2-TZVPD basis set).

```
! RIJCOSX wB97M-V def2-TZVPD def2/J DEFGRID3
* xyz 0 1
C -0.35 0.97 -0.21
N 1.08 0.88 0.07
N 1.52 -0.26 0.01
N 0.71 -1.28 0.02
P -1.32 -0.58 -0.10
H -0.89 1.66 0.45
H -0.46 1.21 -1.26
H 0.92 -2.15 -0.30
H -1.20 -0.46 1.34
*
```

Results
Max |F| = 5.7 eV Å⁻¹
E = -14857.7189 eV
SMILES = C1N=NNP1

***

Look up the max |F| of the eighth one. 5.7 eV Å⁻¹